Entry 1:
Entry from OMol25: a molecular structure, C22H48BBr3CaClF2N2O9V (ωB97M-V/def2-TZVPD).

Last column: Löwdin charge in e.
CARTESIAN COORDINATES (ANGSTROEM)
C (-3.43125, 3.26105, 0.71968)  -0.10
C (-1.89576, 2.74178, 0.48994)  -0.27
O (-0.84893, 3.52790, 1.14743)  -0.48
C (-1.18257, 3.90185, 2.52555)  -0.15
C (-1.60556, 2.67296, 3.51718)  0.01
N (-2.28740, 3.11479, 4.63333)  0.09
C (-2.75737, 2.01328, 5.56457)  -0.12
C (-2.26867, 0.63686, 4.82228)  -0.11
C (-1.43106, 1.04749, 3.43416)  -0.08
B (0.07210, 0.44683, 3.80765)  -0.36
C (1.02177, 1.15057, 4.95818)  -0.04
O (0.60761, -0.77973, 3.12576)  0.02
H (-3.54212, 4.38495, 1.02500)  0.04
H (-3.89615, 2.55124, 1.55958)  0.09
H (-4.12584, 3.08211, -0.23393)  0.09
H (-1.82637, 1.58353, 0.72722)  0.12
H (-1.69310, 2.82488, -0.68390)  0.11
H (-2.00397, 4.76232, 2.61324)  0.06
H (-0.19386, 4.38729, 2.98605)  0.15
H (-2.52660, 4.09738, 4.91447)  0.19
H (-3.92803, 2.00240, 5.32952)  0.15
H (-2.65352, 2.13502, 6.72248)  0.15
H (-3.18976, -0.04064, 4.49637)  0.14
H (-1.65292, 0.04212, 5.65467)  0.14
H (-1.98871, 0.43249, 2.59775)  0.16
H (0.57815, 2.19875, 5.24059)  0.06
H (2.13433, 1.20670, 4.53937)  0.11
H (1.03441, 0.49409, 5.95271)  0.11
H (-0.10622, -1.49335, 3.16657)  0.11
O (1.05566, -3.49506, 4.74158)  -0.28
H (0.82466, -2.67481, 4.34529)  -0.17
Ca (0.19684, 5.24911, 0.25512)  1.63
F (-3.39638, 5.29896, 2.44422)  -0.57
C (1.51676, 4.43011, -4.64204)  -1.57
Br (1.95680, 2.75987, -5.53698)  0.61
Br (0.45888, 4.13418, -3.03667)  0.53
Br (3.10292, 5.49572, -4.27762)  0.57
H (0.89460, 5.00875, -5.33278)  -0.01
F (0.25922, 1.46934, 0.46667)  -0.63
C (5.52629, -5.31310, 2.52659)  -0.07
C (5.40004, -4.90090, 3.98460)  -0.49
C (4.16674, -4.04160, 4.21275)  -0.07
O (6.56187, -4.17173, 4.37148)  -0.07
H (5.62558, -4.43521, 1.87825)  0.08
H (6.42490, -5.92068, 2.37491)  0.08
H (4.65446, -5.88994, 2.20251)  0.08
H (5.34822, -5.79423, 4.61649)  0.14
H (4.21780, -3.11861, 3.62423)  0.08
H (4.09548, -3.74213, 5.26394)  0.08
H (3.25410, -4.58022, 3.93920)  0.07
H (6.61601, -3.37667, 3.81555)  0.10
C (-4.48122, 0.31850, -8.45402)  -0.11
C (-3.86891, -1.06243, -8.29439)  -0.23
C (-3.54983, -1.52256, -6.86648)  -0.12
N (-2.45266, -0.73977, -6.08993)  -0.22
C (-2.15029, -1.58453, -4.82394)  -0.11
C (-1.26707, -0.85777, -3.82170)  -0.17
C (-1.86144, 0.48193, -3.42542)  -0.20
C (-2.08243, 1.33692, -4.65689)  -0.18
C (-2.97705, 0.64243, -5.67411)  -0.10
C (-1.19399, -0.63224, -6.94837)  -0.23
H (-3.71190, 1.09555, -8.47392)  0.07
H (-5.00792, 0.38702, -9.41154)  0.08
H (-5.20077, 0.53683, -7.65992)  0.08
H (-2.99262, -1.15526, -8.94462)  0.12
H (-4.59996, -1.77982, -8.69145)  0.12
H (-3.19615, -2.56163, -6.92037)  0.13
H (-4.45320, -1.51217, -6.24570)  0.13
H (-3.11739, -1.82300, -4.36313)  0.13
H (-1.67977, -2.51911, -5.15510)  0.13
H (-1.15083, -1.47942, -2.92563)  0.13
H (-0.25861, -0.71391, -4.22554)  0.12
H (-1.19471, 0.99843, -2.72665)  0.10
H (-2.81471, 0.32713, -2.90499)  0.12
H (-1.11892, 1.59699, -5.11050)  0.09
H (-2.54853, 2.28516, -4.36326)  0.12
H (-3.02765, 1.26705, -6.56455)  0.11
H (-3.98354, 0.50052, -5.26762)  0.13
H (-1.40894, -0.00038, -7.81297)  -0.13
H (-0.90884, -1.64000, -7.26731)  0.11
H (-0.38935, -0.18319, -6.36423)  0.01
Cl (-0.03642, 1.17093, -8.17471)  -0.21
C (7.39374, -4.09394, 7.92808)  -0.82
O (6.14005, -4.05769, 7.90150)  0.07
O (7.87780, -4.48682, 6.75842)  0.10
O (8.21160, -3.83094, 8.83791)  0.07
H (6.97535, -4.57306, 6.38926)  0.08
O (5.61291, 0.36122, 9.21239)  -0.62
V (6.30434, -0.30460, 7.74101)  1.15
O (6.99577, -0.97043, 6.26964)  -0.57

## Properties
Highest occupied orbital energy ... -6.37 eV
E ... -317866.115 eV
LUMO ... -4.5 eV


Entry 2:
Entry from OMol25: 9 unconnected molecules or ions with the total composition C22H48Br10N4O4 (ωB97M-V/def2-TZVPD).

Last column: Löwdin charge in e.
CARTESIAN COORDINATES (ANGSTROEM)
C (0.81278, 0.85329, -5.20839)  -0.07
N (2.02146, 0.07821, -5.39656)  0.02
C (3.11077, 0.61469, -5.92302)  -0.62
C (4.37012, -0.20143, -5.89901)  0.00
O (3.17319, 1.71199, -6.41027)  0.06
H (1.00077, 1.60376, -4.44057)  0.07
H (-0.06714, 0.33212, -4.83125)  0.07
H (0.53691, 1.35916, -6.13365)  0.09
H (2.10628, -0.85419, -5.01769)  0.13
H (5.07162, 0.18856, -6.63650)  0.09
H (4.17174, -1.24529, -6.14214)  0.08
H (4.83420, -0.14597, -4.91430)  0.07
C (-3.58962, -2.05675, -1.73092)  -0.12
N (-2.91855, -2.20652, -0.47873)  0.01
C (-2.78010, -3.38897, 0.20328)  -0.51
C (-1.95020, -3.33998, 1.45204)  -0.03
O (-3.22949, -4.52129, -0.13297)  -0.01
H (-3.40437, -1.19394, -2.37072)  0.07
H (-4.66339, -2.05645, -1.54348)  0.08
H (-3.41548, -2.93082, -2.35843)  0.06
H (-2.60923, -1.33069, -0.08206)  0.06
H (-2.33624, -4.09509, 2.13679)  0.09
H (-1.94239, -2.37794, 1.96442)  -0.01
H (-0.90617, -3.42939, 1.15188)  0.05
C (0.01186, 0.08951, -1.54273)  -0.03
N (0.17515, 0.75041, -0.23653)  0.05
C (-0.77435, 0.74753, 0.65669)  -0.50
C (-0.44352, 1.39909, 2.04720)  -0.03
O (-1.91393, 0.26498, 0.41383)  -0.06
H (0.88581, -0.54597, -1.68583)  0.07
H (0.12694, 0.94420, -2.20932)  0.08
H (-0.87041, -0.53869, -1.66544)  0.05
H (1.07630, 1.03211, 0.12217)  0.10
H (0.52710, 1.88769, 1.96209)  0.05
H (-0.33055, 0.60460, 2.78485)  0.05
H (-1.17801, 2.11751, 2.41120)  0.03
C (4.21606, 0.98933, -1.96620)  -0.05
N (3.98147, 1.97748, -0.90881)  0.03
C (3.48763, 1.61519, 0.27355)  -0.52
C (3.30754, 2.77228, 1.28880)  0.00
O (3.12731, 0.47203, 0.61423)  -0.01
H (5.24601, 0.63260, -1.97403)  0.09
H (4.19402, 1.49735, -2.93032)  0.08
H (3.52286, 0.15144, -2.04042)  0.08
H (4.40032, 2.89382, -0.97944)  0.14
H (3.23870, 2.48830, 2.33890)  0.05
H (2.51595, 3.48409, 1.05465)  0.08
H (4.20664, 3.36341, 1.11477)  0.07
Br (-3.33319, -0.75589, 3.59113)  0.65
C (-4.49278, 0.47669, 2.50288)  -0.62
C (-5.86479, 0.54690, 3.17940)  -0.63
Br (-7.20453, 1.62256, 2.09720)  0.56
H (-4.45956, 0.00568, 1.52046)  0.04
H (-3.94394, 1.41769, 2.46554)  0.05
H (-5.67074, 0.91612, 4.18643)  0.05
H (-6.20401, -0.48518, 3.26801)  0.05
Br (-5.56416, 1.78226, -2.01742)  0.58
C (-4.67461, 2.95570, -0.67181)  -0.64
C (-3.23414, 3.24163, -1.16918)  -0.63
Br (-2.18512, 4.27001, 0.22035)  0.57
H (-4.63634, 2.42133, 0.27744)  0.01
H (-5.24425, 3.87495, -0.53552)  0.06
H (-3.10926, 3.73661, -2.13224)  0.05
H (-2.76350, 2.27451, -1.34603)  0.02
Br (0.73871, 0.58193, 7.91005)  0.58
C (-0.01979, 1.63124, 6.41465)  -0.70
C (0.85378, 2.86120, 6.10705)  -0.67
Br (0.04567, 3.94946, 4.65605)  0.61
H (-1.05408, 1.85279, 6.67782)  0.05
H (-0.16659, 0.93941, 5.58525)  0.02
H (1.84316, 2.54845, 5.77326)  0.01
H (1.03842, 3.43400, 7.01584)  0.05
Br (-0.39709, -3.02097, -3.41696)  0.58
C (0.62323, -4.02460, -1.94345)  -0.61
C (1.79959, -4.73091, -2.64299)  -0.67
Br (2.47490, -5.93297, -1.24591)  0.61
H (-0.12136, -4.70554, -1.53112)  0.05
H (0.96580, -3.28406, -1.22072)  0.01
H (2.54860, -4.06723, -3.07498)  0.06
H (1.48151, -5.40277, -3.44019)  0.05
Br (2.64571, 0.06801, 4.33908)  0.71
C (1.89762, -1.22285, 3.09076)  -0.68
C (3.00454, -2.11037, 2.55651)  -0.66
Br (2.35702, -3.62625, 1.42302)  0.61
H (1.32000, -0.75500, 2.29354)  0.03
H (1.27161, -1.83287, 3.74198)  0.05
H (3.67965, -2.47389, 3.33122)  0.05
H (3.62001, -1.43546, 1.96172)  0.03

## Properties
Highest occupied orbital energy ... -9.02 eV
SMILES ... CNC(C)=O.CNC(C)=O.CNC(C)=O.CNC(C)=O.BrCCBr.BrCCBr.BrCCBr.BrCCBr.BrCCBr
Energy relative to the best compared isomer or geometry (same formula, charge and spin) ... 16.4 kcal/mol
E ... -738169.598 eV
LUMO ... 0.0 eV


Entry 3:
Entry from OMol25: 9 unconnected molecules or ions with the total composition C22H48Cl14O4 (ωB97M-V/def2-TZVPD).

Last column: Löwdin charge in e.
CARTESIAN COORDINATES (ANGSTROEM)
C (2.59816, -1.25539, 4.82925)  -0.16
O (1.24792, -1.16838, 5.00856)  -0.19
C (0.78944, -1.93240, 6.18416)  -0.16
C (-0.73110, -1.80110, 6.03847)  -0.21
O (-1.35105, -2.30086, 4.83244)  -0.18
C (-0.98497, -3.68260, 4.55856)  -0.09
H (3.19230, -0.93376, 5.68462)  0.09
H (2.86651, -0.49949, 4.09122)  0.09
H (2.89891, -2.21083, 4.39937)  0.09
H (1.12069, -1.32376, 7.02555)  0.12
H (1.10880, -2.96284, 6.34006)  0.12
H (-1.01620, -0.76159, 6.20044)  0.12
H (-1.31088, -2.14418, 6.89535)  0.12
H (0.06491, -3.96016, 4.46462)  0.08
H (-1.56447, -3.96370, 3.67921)  0.09
H (-1.36628, -4.33956, 5.34028)  0.08
C (5.16521, -2.35049, -6.73232)  -0.11
O (4.64497, -1.84369, -5.53139)  -0.16
C (4.57092, -0.46587, -5.37659)  -0.24
C (3.91656, 0.34445, -6.42469)  -0.21
O (4.75992, 0.47448, -7.57885)  -0.21
C (4.10231, 1.24940, -8.60809)  -0.09
H (5.59433, -3.34390, -6.60154)  0.08
H (5.83466, -1.63817, -7.21455)  0.09
H (4.44265, -2.59421, -7.51118)  0.08
H (5.60275, -0.17762, -5.17575)  0.13
H (4.00742, -0.16772, -4.49246)  0.13
H (3.86651, 1.36470, -6.04430)  0.13
H (2.97435, -0.12106, -6.71389)  0.14
H (4.81308, 1.36312, -9.42661)  0.08
H (3.83087, 2.28500, -8.40326)  0.08
H (3.19800, 0.71302, -8.89550)  0.08
Cl (-3.26565, -3.82731, -1.65140)  0.54
C (-3.12604, -3.85705, -3.42596)  -0.70
C (-3.76133, -2.65946, -4.00545)  -0.71
Cl (-5.48090, -2.93888, -4.01514)  0.58
H (-3.34522, -4.86386, -3.78148)  0.08
H (-2.06062, -3.78002, -3.64286)  0.07
H (-3.39872, -2.41396, -5.00361)  0.08
H (-3.56155, -1.80586, -3.35773)  0.06
Cl (-0.03389, 1.85173, 0.38172)  0.51
C (-0.30742, 0.09278, 0.64869)  -0.63
C (0.76173, -0.71871, -0.04663)  -0.66
Cl (0.61382, -0.70503, -1.84220)  0.51
H (-1.26976, -0.17995, 0.21554)  0.06
H (-0.39434, -0.02559, 1.72875)  0.07
H (0.89988, -1.73159, 0.33165)  0.08
H (1.75785, -0.32539, 0.15620)  0.06
Cl (-4.18680, 1.59944, 7.75326)  0.57
C (-4.85413, 2.66006, 6.54473)  -0.71
C (-4.20593, 2.65332, 5.18088)  -0.64
Cl (-4.21320, 4.23584, 4.34033)  0.53
H (-4.76603, 3.66726, 6.95200)  0.05
H (-5.92278, 2.44751, 6.51447)  0.07
H (-4.74669, 1.95800, 4.53886)  0.07
H (-3.14094, 2.42452, 5.22026)  0.06
Cl (2.81194, -5.64574, -0.78796)  0.53
C (4.14646, -4.87829, -1.70999)  -0.68
C (5.53584, -5.13912, -1.31575)  -0.73
Cl (5.86564, -6.82748, -1.25692)  0.58
H (4.14965, -3.78976, -1.65347)  0.08
H (3.92297, -5.15283, -2.74090)  0.07
H (5.73769, -4.80689, -0.29743)  0.07
H (6.33826, -4.63097, -1.85055)  0.09
Cl (-0.81933, 4.56375, -5.56813)  0.57
C (-0.04118, 4.68717, -4.05142)  -0.72
C (-0.27801, 6.11200, -3.43011)  -0.60
Cl (-2.06037, 6.42234, -3.38805)  0.49
H (1.01729, 4.45898, -4.17664)  0.07
H (-0.50175, 3.96613, -3.37609)  0.06
H (0.18921, 6.94358, -3.95764)  0.07
H (0.03354, 6.04358, -2.38783)  0.06
Cl (3.16760, 4.33295, 4.04252)  0.57
C (1.55367, 4.36163, 4.71528)  -0.73
C (1.53681, 4.58174, 6.20320)  -0.67
Cl (-0.16667, 4.71252, 6.71036)  0.55
H (0.89875, 3.53569, 4.43778)  0.07
H (1.14365, 5.26509, 4.26389)  0.06
H (2.05567, 5.50751, 6.45186)  0.07
H (1.97219, 3.75000, 6.75704)  0.07
Cl (-6.01607, 0.88111, 0.00518)  0.55
C (-7.76613, 0.95699, -0.21220)  -0.67
C (-8.55164, 1.13241, 1.10220)  -0.68
Cl (-10.30367, 0.85113, 0.99114)  0.55
H (-8.08737, -0.05795, -0.44629)  0.06
H (-7.91142, 1.74039, -0.95603)  0.07
H (-8.34963, 2.11297, 1.53324)  0.07
H (-8.10244, 0.40085, 1.77386)  0.06

## Properties
Highest occupied orbital energy ... -9.75 eV
SMILES ... COCCOC.COCCOC.ClCCCl.ClCCCl.ClCCCl.ClCCCl.ClCCCl.ClCCCl.ClCCCl
Energy relative to the best compared isomer or geometry (same formula, charge and spin) ... 74.5 kcal/mol
E ... -207092.707 eV
LUMO ... 0.2 eV


Entry 4:
Entry from OMol25: 4 unconnected molecules or ions with the total composition C22H49B4F5O16S (ωB97M-V/def2-TZVPD).

Last column: Löwdin charge in e.
CARTESIAN COORDINATES (ANGSTROEM)
C (9.32841, -7.83662, 4.49509)  -0.05
O (9.28628, -7.53152, 3.10299)  0.04
B (8.10362, -7.36824, 2.44814)  -0.48
O (8.14015, -7.17533, 1.09666)  0.18
B (6.54917, -7.34658, 3.17899)  -0.30
O (5.70024, -6.27544, 3.00796)  0.31
B (4.35222, -6.39390, 3.30236)  -0.49
C (3.22270, -5.80999, 2.42210)  0.06
O (4.05816, -7.19748, 4.42422)  0.31
B (4.84548, -8.28401, 4.53900)  -0.57
S (4.21331, -9.74409, 5.61719)  0.83
O (2.82625, -9.57266, 5.93246)  -0.27
O (5.20536, -10.02797, 6.61782)  -0.27
C (4.25893, -11.24795, 4.48257)  -0.49
F (5.51330, -11.68875, 4.39134)  0.14
F (3.50624, -12.17766, 5.06718)  0.14
C (3.71845, -11.00331, 3.05207)  -0.56
F (3.43946, -12.15098, 2.44133)  0.19
F (4.63146, -10.33911, 2.32779)  0.18
F (2.61264, -10.25309, 3.09682)  0.18
O (6.06565, -8.41049, 3.96563)  0.27
H (10.36465, -8.03778, 4.75935)  0.09
H (8.72496, -8.71746, 4.72412)  0.10
H (8.97476, -6.98623, 5.08487)  0.10
H (9.04734, -7.12439, 0.76663)  0.11
H (3.33189, -4.73913, 2.23373)  0.07
H (2.24322, -6.00247, 2.86133)  0.08
H (3.25746, -6.30463, 1.44475)  0.09
C (4.07953, -1.51209, -4.08201)  -0.11
O (2.98372, -1.55783, -3.19922)  -0.19
C (2.48753, -2.86904, -3.01534)  -0.21
C (1.68900, -2.97218, -1.73605)  -0.18
O (2.48351, -3.04841, -0.56356)  -0.13
C (3.06403, -1.84230, -0.09436)  -0.18
C (2.08902, -0.91027, 0.58918)  -0.21
O (1.31992, -0.19926, -0.35979)  -0.19
C (0.15507, 0.35939, 0.20094)  -0.11
H (3.80866, -1.87054, -5.08242)  0.09
H (4.39565, -0.47341, -4.15474)  0.09
H (4.91560, -2.11625, -3.71048)  0.09
H (3.31622, -3.58807, -2.97991)  0.13
H (1.83544, -3.14019, -3.85809)  0.13
H (1.14470, -3.91843, -1.76914)  0.13
H (0.96319, -2.15813, -1.67419)  0.12
H (3.59346, -1.31650, -0.89224)  0.12
H (3.79462, -2.15583, 0.65473)  0.12
H (2.65599, -0.20303, 1.21166)  0.13
H (1.43384, -1.49528, 1.24843)  0.13
H (-0.49572, -0.41681, 0.62110)  0.09
H (-0.37610, 0.87204, -0.59916)  0.07
H (0.39007, 1.08390, 0.98924)  0.09
C (-3.17316, 2.64501, -2.58077)  -0.11
O (-4.00801, 2.85571, -1.46562)  -0.21
C (-3.95843, 1.78655, -0.53703)  -0.20
C (-4.37858, 2.24181, 0.84196)  -0.18
O (-3.37379, 2.96938, 1.53182)  -0.12
C (-3.20470, 4.32380, 1.14795)  -0.18
C (-4.24161, 5.26633, 1.71356)  -0.20
O (-5.45954, 5.13926, 1.00420)  -0.22
C (-6.55301, 5.68519, 1.70481)  -0.11
H (-3.46737, 1.75108, -3.14353)  0.09
H (-3.26610, 3.51530, -3.22858)  0.08
H (-2.12477, 2.53838, -2.27865)  0.09
H (-2.94002, 1.38076, -0.48117)  0.11
H (-4.62978, 0.98212, -0.86901)  0.13
H (-4.54866, 1.34771, 1.44554)  0.13
H (-5.31302, 2.80396, 0.78484)  0.12
H (-3.17100, 4.42108, 0.06025)  0.12
H (-2.23461, 4.62194, 1.55084)  0.13
H (-3.85910, 6.29361, 1.62393)  0.13
H (-4.40072, 5.05145, 2.77794)  0.13
H (-6.69662, 5.18557, 2.66962)  0.09
H (-7.44058, 5.53635, 1.09237)  0.09
H (-6.42240, 6.75933, 1.88401)  0.09
C (-4.75956, 11.40980, -3.65202)  -0.12
O (-4.74910, 10.02662, -3.91131)  -0.19
C (-3.45887, 9.54180, -4.22944)  -0.21
C (-3.37035, 8.04953, -4.00445)  -0.19
O (-3.24075, 7.68147, -2.64232)  -0.12
C (-4.43200, 7.66479, -1.87028)  -0.17
C (-5.29038, 6.44206, -2.08986)  -0.20
O (-6.03919, 6.55746, -3.28853)  -0.19
C (-6.49957, 5.30870, -3.74611)  -0.11
H (-4.43156, 11.98804, -4.52442)  0.09
H (-5.78358, 11.68850, -3.41115)  0.09
H (-4.11098, 11.66112, -2.80450)  0.09
H (-2.70217, 10.04280, -3.61202)  0.13
H (-3.23394, 9.75243, -5.28502)  0.13
H (-2.45076, 7.70423, -4.48253)  0.13
H (-4.21752, 7.54503, -4.47546)  0.12
H (-5.01894, 8.57370, -2.02321)  0.12
H (-4.09432, 7.64044, -0.83138)  0.12
H (-5.96982, 6.32799, -1.23644)  0.12
H (-4.64990, 5.55101, -2.12290)  0.12
H (-5.66492, 4.62879, -3.95658)  0.08
H (-7.05741, 5.48170, -4.66480)  0.09
H (-7.15755, 4.82608, -3.01361)  0.09

## Properties
Highest occupied orbital energy ... -9.13 eV
SMILES ... COB(O)B1OB(C)OB(S(=O)(=O)C(F)(F)C(F)(F)F)O1.COCCOCCOC.COCCOCCOC.COCCOCCOC
E ... -83500.895 eV
LUMO ... 0.0 eV


> Which formula does entry 1 have?

C22H48BBr3CaClF2N2O9V